# 1
The following is a DFT calculation (ωB97M-V/def2-TZVPD) of a cluster of 2 separate species, C4H13NO in total at a distorted geometry.

Values from the calculation:
**Net charge**: -1
**ΔE to the lowest compared entry with this formula, charge and spin**: 0.4528 eV
**Frontier orbital gap (alpha / beta)**: 2.64 / 9.60 eV
**2S+1**: 2
**HOMO level (alpha / beta)**: 1.163 / -5.861 eV

Bonds (Å) are listed after each position.
Atoms and positions in Å:
1 C 0.155 -0.619 1.354  C2 1.553, N5 1.441, H6 1.088, H7 1.091
2 C -0.151 0.573 0.406  C1 1.553, C3 1.508, C4 1.539, H8 1.100
3 C -1.548 1.117 0.567  C2 1.508, H9 1.103, H10 1.103, H11 1.087
4 C 0.323 0.310 -1.034  C2 1.539, H12 1.094, H13 1.091, H14 1.091
5 N -0.050 -0.328 2.750  C1 1.441, H15 1.002, H16 1.003
6 H -0.427 -1.491 1.062  C1 1.088
7 H 1.195 -0.827 1.096  C1 1.091
8 H 0.579 1.298 0.795  C2 1.100
9 H -2.296 0.314 0.685  C3 1.103
10 H -1.632 1.562 1.573  C3 1.103
11 H -2.005 1.816 -0.129  C3 1.087
12 H 0.626 -0.727 -1.205  C4 1.094
13 H 1.204 0.884 -1.326  C4 1.091
14 H -0.451 0.521 -1.773  C4 1.091
15 H 0.692 -0.689 3.318  N5 1.002
16 H -0.993 -0.334 3.090  N5 1.003
17 H 1.955 -1.476 -3.159  O19 0.977
18 H 0.942 -1.010 -4.129  O19 0.964
19 O 1.882 -0.897 -3.943  H17 0.977, H18 0.964

***

# 2
The following is a DFT calculation (ωB97M-V/def2-TZVPD) of a cluster of 2 separate species, C4H13NO in total at a distorted geometry.

Values from the calculation:
**Net charge**: -1
**ΔE to the lowest compared entry with this formula, charge and spin**: 1.7012 eV
**Frontier orbital gap (alpha / beta)**: 2.65 / 9.51 eV
**2S+1**: 2
**HOMO level (alpha / beta)**: 1.217 / -5.702 eV

Bonds (Å) are listed after each position.
Atoms and positions in Å:
1 C -1.331 -2.406 -0.746  C2 1.502, H4 1.102, H5 1.091, H6 1.089
2 C -0.578 -1.242 -0.169  C1 1.502, H7 1.093, H8 1.099, O13 1.441
3 N 2.417 2.522 -3.427  H9 1.025, H10 1.055, H11 1.024
4 H -2.268 -2.133 -1.257  C1 1.102
5 H -1.706 -3.061 0.044  C1 1.091
6 H -0.578 -2.808 -1.423  C1 1.089
7 H 0.411 -1.523 0.205  C2 1.093
8 H -0.432 -0.447 -0.914  C2 1.099
9 H 2.108 3.500 -3.422  N3 1.025
10 H 2.880 2.509 -2.480  N3 1.055
11 H 1.567 2.015 -3.162  N3 1.024
12 C -1.002 0.233 2.096  O13 1.472, C14 1.516, H15 1.091, H16 1.102
13 O -1.248 -0.400 0.789  C2 1.441, C12 1.472
14 C 0.467 0.590 2.202  C12 1.516, H17 1.080, H18 1.118, H19 1.094
15 H -1.779 0.998 2.062  C12 1.091
16 H -1.469 -0.512 2.762  C12 1.102
17 H 0.789 1.260 1.418  C14 1.080
18 H 0.601 1.165 3.152  C14 1.118
19 H 1.151 -0.261 2.270  C14 1.094

***

Summary of M in g mol⁻¹
91.2 91.2
(order as listed above)